#P
{
  "formula": "C3H5FN2",
  "method": "ωB97M-V/def2-TZVPD",
  "symbols": ["C", "C", "C", "H", "H", "H", "H", "H", "N", "N", "F"],
  "coordinates": [[-1.0336, 0.4071, 0.6299], [-0.7591, -0.8424, 0.0558], [0.1864, -1.3583, -0.7052], [1.5897, 2.5260, -0.0396], [1.5380, 0.6621, 0.3114], [-2.0144, 0.6308, 0.9571], [0.1653, -2.3430, -1.1963], [1.2869, -0.7108, -0.7315], [1.0359, 1.4339, -0.0012], [-0.2383, 1.5052, 0.5709], [-1.7567, -1.9105, 0.1488]],
  "homo_energy_ha": -0.32628,
  "charge": 0,
  "smiles": "C=C(F)/C=N\\N",
  "gap_ev": 9.03
}

***

#Q
{
  "formula": "C3H5FN2",
  "method": "ωB97M-V/def2-TZVPD",
  "symbols": ["C", "C", "C", "H", "H", "H", "H", "H", "N", "N", "F"],
  "coordinates": [[0.8802, 0.0227, -1.4143], [-0.1043, -0.7877, -0.9593], [-0.4478, 0.3529, 1.3286], [1.0218, 0.9959, -1.0263], [-0.7300, -1.5093, -1.5791], [-0.9478, -1.6702, 0.8142], [-0.8547, -0.0388, 2.4206], [0.5932, 2.0201, 1.7826], [-0.7330, -0.5721, 0.3638], [0.1521, 1.4073, 0.8912], [1.1703, -0.2209, -2.6220]],
  "homo_energy_ha": -0.30873,
  "charge": 0,
  "smiles": "[H]/N=C/N/C=C/F",
  "gap_ev": 9.04
}

***

#R
{
  "formula": "C3H5FN2",
  "method": "ωB97M-V/def2-TZVPD",
  "symbols": ["C", "C", "C", "H", "H", "H", "H", "H", "N", "N", "F"],
  "coordinates": [[-0.2322, -0.1971, -0.1637], [1.0987, 0.3263, -0.0462], [2.2320, -0.3718, 0.0081], [-2.6248, -0.6549, 0.2286], [-3.0876, 0.9354, 0.2862], [-0.3845, -1.3158, -0.1736], [2.1916, -1.4935, 0.0340], [3.2038, 0.0797, 0.0059], [-2.4327, 0.2960, -0.0909], [-1.1292, 0.6780, -0.0275], [1.1649, 1.7177, -0.0610]],
  "homo_energy_ha": -0.31869,
  "charge": 0,
  "smiles": "C=C(F)/C=N/N",
  "gap_ev": 9.57
}

***

#S
{
  "formula": "C3H5FN2",
  "method": "ωB97M-V/def2-TZVPD",
  "symbols": ["C", "C", "C", "N", "N", "F", "H", "H", "H", "H", "H"],
  "coordinates": [[1.2784, -0.7928, 0.5267], [0.3632, 0.1520, -0.2013], [-1.0995, -0.1745, 0.2886], [0.8043, -1.6091, 1.3506], [-1.0524, -1.1159, 1.4479], [-1.1073, -0.4149, 2.6901], [2.2895, -1.0557, 0.1928], [0.8176, 1.2650, 0.1075], [0.5456, 0.0096, -1.3151], [-1.4804, 0.8550, 0.5020], [-1.9011, -0.6348, -0.3534]],
  "homo_energy_ha": -0.35335,
  "charge": 0,
  "gap_ev": 10.29
}

***

Relative energy of each structure, in eV: #P 2.034; #Q 1.282; #R 0.000; #S 3.127.

***

#P
{
  "formula": "CH3N2S",
  "method": "ωB97M-V/def2-TZVPD",
  "symbols": ["C", "N", "N", "S", "H", "H", "H"],
  "coordinates": [[0.2404, -0.0073, 0.3586], [0.6740, -1.2618, 0.5748], [-0.7476, 0.7497, 0.2240], [1.8944, -0.0424, 0.6386], [0.1817, -1.5154, -1.5280], [-1.6634, 0.3809, -0.1049], [-0.5795, 1.6963, -0.1631]],
  "homo_energy_ha": [-0.56979, -0.56260],
  "charge": 1,
  "gap_ev": [9.98, 7.74]
}

***

#Q
{
  "formula": "CH3N2S",
  "method": "ωB97M-V/def2-TZVPD",
  "symbols": ["C", "N", "N", "S", "H", "H", "H"],
  "coordinates": [[0.1206, -0.0505, -0.1664], [0.9111, -0.8935, 0.4589], [-0.8539, 0.7365, -0.0106], [1.5691, -0.0751, -1.0896], [0.7649, -1.9257, 0.8546], [-1.5296, 0.8375, 0.7769], [-0.9823, 1.3710, -0.8237]],
  "homo_energy_ha": -0.54373,
  "charge": 1,
  "gap_ev": 9.08
}

***

Relative energy of each structure, in eV: #P 3.278; #Q 0.000.

***

#P
{
  "formula": "CH3N2S",
  "method": "ωB97M-V/def2-TZVPD",
  "symbols": ["C", "N", "N", "S", "H", "H", "H"],
  "coordinates": [[-0.1295, 0.2514, 0.0220], [-1.2358, -0.0832, -0.6210], [1.0528, -0.1900, -0.0767], [-0.8834, 1.5080, 0.7344], [-1.8728, -0.6504, -0.0310], [1.2686, -1.0921, -0.4961], [1.8001, 0.2563, 0.4684]],
  "homo_energy_ha": -0.58615,
  "charge": 1,
  "gap_ev": 8.62
}

***

#Q
{
  "formula": "CH3N2S",
  "method": "ωB97M-V/def2-TZVPD",
  "symbols": ["C", "N", "N", "S", "H", "H", "H"],
  "coordinates": [[-0.1211, -0.1860, -0.1659], [-1.0192, -0.2484, 0.7888], [1.0300, 0.2871, -0.1743], [-1.4916, -1.0110, -0.7575], [-1.7277, 0.3731, 1.1819], [1.6405, 0.9554, 0.4023], [1.6891, -0.1702, -1.2752]],
  "homo_energy_ha": -0.53817,
  "charge": 1,
  "gap_ev": 9.53
}

***

#R
{
  "formula": "CH3N2S",
  "method": "ωB97M-V/def2-TZVPD",
  "symbols": ["C", "N", "N", "S", "H", "H", "H"],
  "coordinates": [[-0.2300, -0.0303, 0.2007], [-0.7337, -1.2605, 0.0939], [0.8520, 0.6903, 0.1780], [-1.8465, 0.2228, -0.0618], [-0.5042, -1.7234, -0.8384], [1.7247, 0.3816, 0.4798], [0.7377, 1.7196, -0.0522]],
  "homo_energy_ha": -0.56591,
  "charge": 1,
  "gap_ev": 9.63
}

***

Relative energy of each structure, in eV: #P 0.215; #Q 1.673; #R 0.000.

***

#P
{
  "formula": "C17H19NO5S",
  "method": "ωB97M-V/def2-TZVPD",
  "symbols": ["C", "H", "H", "H", "O", "C", "C", "C", "C", "C", "C", "H", "H", "S", "O", "O", "N", "C", "H", "C", "C", "C", "C", "C", "C", "C", "H", "H", "H", "H", "H", "H", "H", "H", "C", "H", "C", "O", "O", "H", "H", "H", "H"],
  "coordinates": [[4.4336, -3.6036, 2.7685], [4.5159, -3.6485, 1.6786], [4.8745, -2.6711, 3.1322], [4.9650, -4.4475, 3.2047], [3.0947, -3.7408, 3.1913], [2.1864, -2.8193, 2.8083], [2.4607, -1.7176, 1.9961], [1.4459, -0.8373, 1.6663], [0.1668, -1.0468, 2.1406], [-0.1200, -2.1332, 2.9503], [0.8836, -3.0165, 3.2826], [0.6930, -3.8702, 3.9126], [-1.1252, -2.2616, 3.3195], [-1.1206, 0.0901, 1.6706], [-2.3261, -0.2824, 2.3868], [-0.6658, 1.4392, 1.7807], [-1.3132, -0.2615, 0.0564], [-1.4057, 0.8392, -0.8879], [-1.9938, 0.5149, -1.7489], [-0.0083, 1.2843, -1.3354], [-0.1201, 2.4098, -2.3242], [-0.2443, 3.7190, -1.8763], [-0.3836, 4.7596, -2.7769], [-0.4025, 4.5026, -4.1376], [-0.2830, 3.2008, -4.5922], [-0.1450, 2.1606, -3.6897], [-0.0528, 1.1454, -4.0492], [-0.2983, 2.9944, -5.6524], [-0.5100, 5.3146, -4.8414], [-0.4773, 5.7738, -2.4173], [-0.2291, 3.9171, -0.8143], [0.5122, 0.4325, -1.7775], [0.5352, 1.6165, -0.4500], [-1.9164, 1.6838, -0.4166], [-1.9956, -1.4973, -0.2454], [-1.5771, -1.9365, -1.1566], [-3.5156, -1.3216, -0.4474], [-4.0557, -1.6598, -1.4645], [-4.1672, -0.7688, 0.5585], [-3.5893, -0.5599, 1.3389], [-1.8223, -2.1806, 0.5904], [1.6411, 0.0226, 1.0466], [3.4551, -1.5383, 1.6211]],
  "homo_energy_ha": -0.33721,
  "charge": 0,
  "smiles": "COc1ccc(S(=O)(=O)N(CCc2ccccc2)CC(=O)O)cc1",
  "gap_ev": 9.58
}

***

#Q
{
  "formula": "C17H19NO5S",
  "method": "ωB97M-V/def2-TZVPD",
  "symbols": ["C", "H", "O", "C", "C", "C", "C", "C", "C", "H", "O", "C", "H", "H", "H", "N", "C", "O", "C", "H", "H", "S", "O", "O", "C", "C", "C", "C", "C", "C", "H", "H", "C", "H", "H", "H", "H", "H", "H", "H", "H", "H", "H"],
  "coordinates": [[-3.4347, 3.6452, -5.2913], [-2.3760, 3.9133, -5.3702], [-3.8629, 3.6181, -3.9516], [-3.2796, 2.7287, -3.1011], [-3.7472, 2.7373, -1.7866], [-3.2326, 1.8718, -0.8452], [-2.2284, 0.9755, -1.1942], [-1.7525, 0.9680, -2.5097], [-2.2724, 1.8385, -3.4556], [-1.8775, 1.7925, -4.4582], [-0.7751, 0.0545, -2.8615], [0.5392, 0.5856, -2.8717], [0.8316, 0.9465, -1.8805], [0.6298, 1.4021, -3.5957], [1.1893, -0.2381, -3.1584], [-1.6470, 0.0578, -0.3110], [-1.6822, 0.0776, 1.0375], [-2.3525, 0.8155, 1.7243], [-0.7526, -0.9642, 1.6484], [-0.6468, -0.7831, 2.7144], [-1.0968, -1.9772, 1.4584], [0.8884, -0.8209, 0.8530], [0.8526, -1.6522, -0.3252], [1.2011, 0.5690, 0.6622], [2.0155, -1.5283, 2.0496], [2.5444, -0.7169, 3.0350], [3.3814, -1.2714, 3.9860], [3.6879, -2.6296, 3.9575], [3.1433, -3.4241, 2.9530], [2.3048, -2.8776, 1.9977], [1.8827, -3.4734, 1.2039], [3.3792, -4.4774, 2.9196], [4.6128, -3.2172, 4.9767], [4.4283, -4.2807, 5.1043], [4.5008, -2.7183, 5.9361], [5.6457, -3.0901, 4.6520], [3.8035, -0.6467, 4.7590], [2.3035, 0.3344, 3.0321], [-0.9901, -0.5679, -0.7723], [-3.5940, 1.8904, 0.1689], [-4.5245, 3.4366, -1.5248], [-3.6047, 2.6843, -5.7875], [-4.0358, 4.4121, -5.7773]],
  "homo_energy_ha": -0.28705,
  "charge": 0,
  "smiles": "COc1ccc(NC(=O)CS(=O)(=O)c2ccc(C)cc2)c(OC)c1",
  "gap_ev": 8.20
}

***

Relative energy of each structure, in eV: #P 0.000; #Q 0.394.